Molecular formula: C25H71F4HfN3O18S
Method: DFT, ωB97M-V/def2-TZVPD

Each line ends with the Löwdin charge.
Positions of all 123 atoms, in Å:
H 0.75581 5.07701 1.07762  0.125
C 3.93005 -5.46866 -0.62771  -0.062
F -0.57939 1.13735 -1.45856  0.184
H -0.05147 -3.71406 -4.18356  0.084
H 1.77992 -2.19545 0.07941  0.111
F 0.42802 -0.78902 -1.29596  0.147
C -0.68511 -0.08478 -1.00016  -0.552
S -0.59731 0.05870 0.93847  0.587
H -2.24365 5.46044 0.38103  0.129
H 1.86253 2.17852 1.26947  0.028
H -4.15231 -2.58063 -2.62093  0.064
H 4.90974 -5.15969 -0.26325  0.086
C -0.98231 -4.24603 -0.59701  -0.400
H -1.01358 -6.44805 -0.51486  0.088
H 1.77607 -1.02302 2.02257  0.021
H -0.49450 0.94737 5.22791  0.151
H 3.96877 -5.82208 -1.65810  0.088
H -4.07879 0.52919 -0.83014  0.137
H 2.38339 1.59120 -2.72167  0.096
F -3.18575 3.11532 0.50131  -0.422
H -2.38326 6.28324 2.40252  0.102
C -3.78153 -3.51293 -3.04691  -0.067
H 0.90605 3.22921 -1.28901  0.061
H 2.25527 -4.38314 1.30696  0.105
C 3.68996 -1.39877 0.53671  -0.043
C 3.02914 -3.81149 0.79467  -0.215
H -4.71955 -2.44788 1.79692  0.164
C -0.15663 1.24632 -4.76952  -0.218
H -1.08506 -3.25142 1.20237  0.007
H -0.41752 -5.82636 -1.98394  0.084
O 3.89667 1.95260 -1.40367  -0.068
N -1.58118 5.67714 2.30556  0.038
O -0.78491 -1.23532 1.56556  -0.301
O -4.02635 0.38795 0.11797  -0.131
H 0.57531 -5.80971 -0.53282  0.072
H -1.07945 -2.99107 5.27599  0.106
H 4.52136 -1.45940 1.23898  0.092
O 4.75398 1.49783 -4.20597  -0.063
H -1.75602 0.08252 -3.74018  0.080
O -2.24517 0.73423 4.04414  -0.182
H 3.98020 -3.98767 1.29720  0.125
H 4.11810 3.96544 1.63614  0.131
H 4.06210 -1.56249 -0.47463  0.086
H 2.07089 4.50006 -1.02180  0.090
H -0.84721 7.38275 -0.50267  0.090
C -4.12241 -1.56343 1.57495  -0.151
H -3.10609 -4.61575 -0.70431  0.129
C -0.82935 1.13060 4.20693  -0.096
H -2.08069 2.41572 -3.50564  0.073
H -5.66819 -0.62631 0.49467  0.136
C -0.39256 -2.70785 -4.42709  -0.166
C -2.39671 -3.89541 -1.11173  -0.207
H -4.44871 -1.04080 3.34617  0.134
H -2.71630 -2.92260 -0.73809  0.075
H 0.56378 0.43463 -4.66815  0.108
O 2.63521 2.65146 0.95184  -0.121
H 1.02532 1.87147 -6.22997  0.087
H 2.80050 0.23642 -1.61708  0.089
H -2.93737 -1.86359 6.18570  0.114
H -0.39664 3.81513 0.69159  0.099
H -2.24463 -0.03469 4.61891  0.030
H -0.25918 7.66125 1.20402  0.087
H -1.47246 -2.73479 -4.57271  0.067
O 0.60908 0.75580 1.24730  -0.244
O 0.08621 1.89231 -6.03191  -0.049
C -1.31413 5.73443 0.88006  -0.402
C -4.61811 -0.86410 0.32472  -0.193
C 3.91009 2.22036 2.94359  -0.174
H 3.58420 -6.32663 -0.05119  0.085
H -0.83233 6.19773 2.73950  0.100
O 0.38550 -2.28789 -5.52601  -0.101
C 1.12461 4.27332 -1.51295  -0.070
H -4.51344 -1.44536 -0.59140  0.128
H -4.56894 -4.24497 -2.86744  0.092
C -0.70561 2.64178 3.81255  -0.152
H 3.37961 -0.35411 0.55813  0.055
N 1.92673 -2.01625 2.12702  0.057
H -3.64010 -3.42255 -4.12391  0.093
C -1.02250 7.22283 0.56119  -0.037
C 2.54416 -2.33634 0.84372  -0.421
C 3.31237 3.33374 2.01011  -0.170
H -0.40830 -3.50470 -1.15292  0.119
H -1.87541 7.82599 0.87239  0.078
H 3.49370 -0.02851 -4.05173  0.105
H 0.96912 -2.33011 2.05951  0.020
H 3.15005 0.89970 4.14961  0.087
O 3.13645 -4.23644 -0.53721  -0.198
O -1.75793 0.84485 1.39851  -0.426
C -0.42812 -5.61968 -0.91377  -0.046
H -0.17754 -2.12049 -3.53441  0.051
C -1.62320 0.82895 -4.52332  -0.242
H -1.92871 0.33728 -5.44691  0.132
O -2.52716 1.82786 -4.11939  -0.057
C 4.10873 0.51835 -3.33704  -0.210
F -1.88723 -0.66825 -1.25496  0.126
C -0.11267 4.84219 0.46222  -0.183
H -2.56219 -3.22249 4.18759  0.093
Hf -3.61483 1.73646 2.27007  2.335
O 2.77850 1.56376 3.56431  -0.096
O -2.45506 -1.48085 5.44917  -0.128
H 2.54999 3.97720 2.44925  0.102
H 1.21185 4.46675 -2.58210  0.104
H 4.87474 -0.15692 -2.95581  0.119
N -0.96055 -4.19875 0.87500  0.061
H 0.29580 2.87085 3.44816  0.130
H 0.06832 2.01659 -4.03184  0.092
O 0.09783 5.07230 -0.93173  -0.171
H -1.50369 3.99031 2.73400  0.021
C -1.86106 -2.53850 4.66577  -0.080
H 4.58258 2.68059 3.66751  0.120
H 1.29580 -2.52631 -5.33599  0.081
H 5.67346 1.22527 -4.24936  0.079
H -0.87496 3.20179 4.73223  0.138
H -0.15870 -4.60273 1.33753  0.068
O -1.69469 3.06703 2.91475  -0.184
H -1.32527 -2.14582 3.80158  0.061
H -0.23806 0.46577 3.57725  0.102
O -4.08333 -0.56769 2.59500  -0.141
H -3.13063 -1.97880 1.39624  0.106
H 3.47496 2.06685 -0.54885  0.020
H 4.41350 1.46576 2.33923  0.119
C 3.19167 1.03959 -2.24157  -0.239
O -2.50407 -3.91603 -2.51796  -0.185

Computed properties:
HOMO-LUMO gap: 3.06 eV
LUMO: -9.904 eV
Net charge: +2
Energy above the lowest of the compared OMol25 structures with the same formula, charge and spin: 88.9 kcal/mol

Molecular formula: C31H57CaN2O2P2
Method: DFT, ωB97M-V/def2-TZVPD

Each line ends with the Löwdin charge.
Positions of all 95 atoms, in Å:
H 0.21264 0.54190 5.60537  0.084
C 1.69547 0.92889 -3.25888  -0.103
H 0.30747 5.16825 -0.70571  0.083
H -2.43726 1.19219 -2.02698  0.079
H -0.92554 1.89154 2.21127  0.054
H 3.09090 -3.88706 -0.41308  0.056
H -4.22291 1.06818 -0.53745  0.118
H -0.63593 -2.89021 -4.50505  0.069
C 1.64447 -1.99079 5.15264  -0.091
C 0.50748 -0.45894 -4.92949  -0.089
H 4.32635 -1.92223 0.33035  0.100
H 1.07094 0.12319 -5.67601  0.096
H 0.76550 2.21862 5.39675  0.093
N 0.44074 1.77795 -0.42139  -0.089
H 0.22684 -2.98734 -2.93960  0.054
H -2.35563 -1.66448 -4.98932  0.076
C -0.65550 2.13404 -0.88157  -0.398
H 3.21055 -0.51291 -1.78300  0.067
H -1.53277 1.36765 3.81399  0.085
C 0.27507 -2.99057 -0.02945  -0.008
H 2.62077 -3.81650 3.47044  0.097
C -4.17556 0.08295 1.41344  -0.021
C -2.54948 -2.37095 -1.72229  -0.096
C -1.69643 -1.82998 -2.89741  -0.667
C -3.62974 0.54508 0.21164  -0.024
O -0.01606 -4.10666 -0.01913  0.095
H -2.98668 -3.33369 -2.03768  0.098
C 0.29100 0.45494 -3.71138  -0.659
H 2.24850 2.65159 3.48162  0.091
C -0.54535 1.67398 -4.12062  -0.084
C -0.76876 -2.97092 -3.41742  -0.100
H -1.59813 1.43636 -4.33707  0.074
H -1.95195 -2.56169 -0.82069  0.031
H -0.11274 2.08399 -5.04937  0.099
P 0.68681 -0.62078 2.85894  1.027
H -0.43268 -0.77185 -5.40228  0.072
H 1.33841 2.53488 1.93690  0.055
H 2.13700 -2.92325 5.47413  0.088
H 4.56814 -3.98856 -1.35082  0.086
C 3.68093 -3.37550 -1.17668  -0.068
H 3.59373 -1.09673 2.37148  0.063
H 1.94995 0.89916 5.29335  0.069
H -0.49735 2.45896 -3.35136  0.059
H -3.37300 -1.68574 -1.47204  0.080
H -2.74443 4.80912 -1.82724  0.094
H -1.23775 -3.94664 -3.21907  0.086
H 5.00897 -1.67198 -1.28254  0.126
H -0.51656 5.24637 -2.28412  0.085
C 3.33735 -1.16477 3.44480  -0.093
H -5.23289 0.23245 1.62962  0.118
N -1.49133 -0.34982 0.81636  0.050
C -0.10767 4.56207 -1.52448  -0.041
H 3.09631 -3.37224 -2.10299  0.082
H -3.65340 -1.70120 -3.79334  0.086
H -2.40894 3.48083 0.83392  0.082
H 2.55990 1.32042 2.34848  0.053
C -2.64699 -1.29798 -3.99509  -0.079
H 0.56890 -2.09199 5.37096  0.081
H -1.35594 -1.03155 4.11843  0.091
H 3.43640 -0.16332 3.89076  0.075
C -1.57138 4.07078 0.43758  -0.065
C -1.02501 -1.25735 3.08908  -0.268
H 2.25923 -3.08888 1.89837  0.049
H -2.33512 3.42777 -2.84077  0.072
H 0.92291 -3.62911 2.96437  0.077
H 1.71030 1.42148 -2.27480  0.046
H -1.86569 5.12988 0.41926  0.096
C 0.65667 1.16626 3.53749  -0.660
C -0.69884 1.85325 3.28586  -0.088
H -0.98054 -2.35369 3.01711  0.085
P -0.57892 -0.44968 -2.28091  1.087
C 1.94283 -1.78906 3.65961  -0.698
C 0.91627 1.18217 5.05061  -0.101
C -2.46936 3.75025 -1.80767  -0.073
H 2.06364 -1.17620 5.76016  0.073
O 3.04428 -0.99180 -0.94421  -0.251
C 4.10974 -1.98542 -0.73999  -0.235
C -2.28221 0.31276 -0.06378  -0.315
Ca 1.00299 -0.35033 0.05068  1.015
C 1.91409 -3.15641 2.94215  -0.101
H 2.03402 1.66943 -3.99899  0.099
H -0.70336 3.96112 1.10127  0.071
C -3.34602 -0.59513 2.30717  -0.025
H 1.12024 -1.33485 -4.66987  0.079
C -1.98871 -0.70205 2.01772  -0.333
C 1.76261 1.95738 2.77663  -0.098
H 4.07573 -1.82659 3.91988  0.099
H -0.63157 2.89050 3.65773  0.104
C -1.21396 3.62502 -0.97594  -0.545
H -2.74538 -0.20079 -4.04831  0.061
H -3.30357 3.20658 -1.36039  0.072
H -3.70136 -1.04040 3.23242  0.120
C -1.65099 0.86171 -1.33376  -0.279
H 2.43343 0.10960 -3.28130  0.065
H 0.72089 3.99506 -1.96799  0.066

Computed properties:
HOMO-LUMO gap: 7.04 eV
LUMO: -2.294 eV
Net charge: +1
Energy above the lowest of the compared OMol25 structures with the same formula, charge and spin: 0.0 kcal/mol